(1)
Here is the molecule C6H10S from the Open Molecules 2025 dataset. Energies are from ωB97M-V/def2-TZVPD.

Output
E_tot = -17216.6206 eV
SMILES = C#C[C@](C)(S)CC
HOMO-LUMO gap = 0.363 Eh
energy relative to the best compared isomer or geometry (same formula, charge and spin) = 289.7 kJ/mol

Last column: natural (NBO) charge in e.
Cartesian coordinates (Å):
C1 2.4517 -0.5628 -0.6761  -0.20
C2 1.3058 -0.6433 -0.3232  -0.07
C3 -0.0478 2.1013 0.0686  -0.62
C4 -0.7005 -1.6898 0.8096  -0.60
C5 -0.7107 0.8156 0.5842  -0.41
C6 -0.1090 -0.4888 -0.0698  -0.14
S1 -0.9538 -0.4358 -1.8299  -0.09
H1 3.4872 -0.6400 -1.0645  0.25
H2 -0.4446 2.4916 -0.9004  0.22
H3 -0.0062 2.9677 0.8986  0.21
H4 0.9231 1.8269 -0.1467  0.22
H5 -1.8349 -1.5996 0.9905  0.22
H6 -0.4861 -2.6126 0.3175  0.22
H7 -0.1845 -1.6220 1.7855  0.21
H8 -0.5583 0.6890 1.6475  0.21
H9 -1.8443 0.6931 0.5211  0.22
H10 -0.2869 -1.2905 -2.6125  0.13

---

(2)
Here is a structure of composition C18H26BN3O4Pd from the Open Molecules 2025 dataset. Energies are from ωB97M-V/def2-TZVPD.

Output
E_tot = -35907.6112 eV
HOMO-LUMO gap (alpha / beta) = 0.290 / 0.290 Eh
energy relative to the best compared isomer or geometry (same formula, charge and spin) = 0.0 kJ/mol

Last column: natural (NBO) charge in e.
Cartesian coordinates (Å):
Pd1 -0.8694 0.0678 1.2074  0.61
O1 -3.6552 -1.9540 2.5059  -0.70
C1 -3.0423 -1.5777 1.5017  0.72
O2 -3.0453 -0.4383 0.9541  -0.79
C2 -2.1026 -2.5894 0.8365  0.16
C3 -2.5510 -3.8850 0.5101  -0.23
C4 -1.6779 -4.7651 -0.0564  -0.15
C5 -0.3477 -4.3622 -0.3164  -0.03
C6 0.6294 -5.2134 -0.8780  -0.20
C7 1.9037 -4.7674 -1.0907  -0.21
C8 2.2603 -3.4468 -0.7537  -0.22
C9 1.3426 -2.6004 -0.1979  -0.14
C10 0.0221 -3.0409 0.0331  0.11
N1 -0.8639 -2.1962 0.6225  -0.44
H1 -3.5730 -4.1514 0.7379  0.24
H2 -1.9814 -5.7748 -0.3062  0.22
H3 0.3561 -6.2303 -1.1333  0.21
H4 2.6459 -5.4255 -1.5228  0.22
H5 3.2736 -3.1067 -0.9248  0.22
H6 1.5794 -1.5820 0.0876  0.21
N2 -1.7084 0.1815 3.6060  -0.88
C11 -2.6316 1.3101 3.5197  -0.25
C12 -1.8812 2.5516 3.0587  -0.22
N3 -1.4204 2.3825 1.6745  -0.81
H7 -2.2535 -0.6752 3.6836  0.41
H8 -1.1361 0.2519 4.4382  0.36
H9 -3.1372 1.5229 4.4677  0.18
H10 -3.3827 1.0553 2.7709  0.24
H11 -1.0010 2.7036 3.6868  0.19
H12 -2.5382 3.4209 3.1650  0.19
H13 -0.6971 3.0417 1.4250  0.39
H14 -2.1896 2.4450 1.0194  0.39
C13 3.4176 1.9243 -1.3051  -0.62
C14 1.9607 2.2966 -1.0512  0.24
C15 1.8839 3.7919 -0.7520  -0.62
O3 1.5223 1.6135 0.1384  -0.75
B1 0.4307 0.8292 -0.1436  0.94
O4 0.0936 0.8838 -1.4675  -0.74
C16 0.9591 1.7921 -2.1705  0.24
C17 1.6113 1.0055 -3.3026  -0.63
C18 0.0701 2.8845 -2.7572  -0.63
H15 4.0319 2.3127 -0.4929  0.22
H16 3.7683 2.3548 -2.2424  0.21
H17 3.5443 0.8432 -1.3334  0.22
H18 2.4955 3.9966 0.1266  0.22
H19 0.8641 4.0988 -0.5242  0.20
H20 2.2558 4.3856 -1.5868  0.21
H21 2.1253 0.1273 -2.9148  0.22
H22 2.3091 1.6220 -3.8682  0.21
H23 0.8248 0.6557 -3.9707  0.22
H24 -0.5269 3.3511 -1.9751  0.21
H25 -0.6201 2.4299 -3.4670  0.22
H26 0.6523 3.6487 -3.2720  0.21

---

(3)
Here is a cluster of 2 separate species, C6H15N2 in total from the Open Molecules 2025 dataset. Energies are from ωB97M-V/def2-TZVPD.

Output
E_tot = -9434.4826 eV
net charge = +1
HOMO-LUMO gap = 0.165 Eh
energy relative to the best compared isomer or geometry (same formula, charge and spin) = 529.6 kJ/mol

Last column: natural (NBO) charge in e.
Cartesian coordinates (Å):
C1 -2.1864 -2.1953 -0.1039  -0.61
C2 -1.0373 -1.2989 -0.5704  -0.37
C3 0.1522 -1.1781 0.4931  -0.46
C4 1.1462 -0.1817 -0.0365  0.06
C5 2.3150 -0.7903 -0.5023  0.11
C6 1.7618 2.0486 -0.5045  -0.50
N1 0.7864 1.0980 0.0407  -0.02
N2 -2.1147 1.9632 1.0605  -1.07
H1 -1.8025 -3.2114 -0.0275  0.21
H2 -2.6668 -1.9175 0.8399  0.23
H3 -2.9069 -2.1707 -0.9232  0.23
H4 -0.6450 -1.5822 -1.5514  0.20
H5 -0.2581 -0.7587 1.4163  0.25
H6 0.5451 -2.1758 0.6395  0.22
H7 2.6850 -1.7230 -0.1006  0.25
H8 3.0946 -0.1374 -0.9251  0.21
H9 2.7450 2.0301 -0.0355  0.26
H10 1.3687 3.0581 -0.5575  0.26
H11 1.8810 1.6905 -1.5384  0.24
H12 -1.2591 2.0090 0.4932  0.34
H13 -1.4130 -0.2732 -0.6542  0.22
H14 -2.7624 2.5014 0.4915  0.36
H15 -1.9536 2.5255 1.8896  0.37

---

(4)
Here is a cluster of 2 separate species, CCl3NO2S in total from the Open Molecules 2025 dataset. Energies are from ωB97M-V/def2-TZVPD.

Output
E_tot = -55022.6035 eV
SMILES = O=S(=O)(Cl)Cl.N#CCl
HOMO-LUMO gap = 0.387 Eh
energy relative to the best compared isomer or geometry (same formula, charge and spin) = 6.7 kJ/mol

Last column: natural (NBO) charge in e.
Cartesian coordinates (Å):
C1 -1.1389 1.7953 -1.3177  0.14
N1 -0.4881 2.1886 -0.4685  -0.29
O1 2.0091 -1.9246 0.9243  -0.84
O2 1.2893 0.4062 1.0676  -0.83
S1 0.9659 -0.9621 0.8446  2.00
Cl1 -2.0458 1.1114 -2.4804  0.15
Cl2 -0.3493 -1.4859 2.2699  -0.15
Cl3 -0.2422 -1.1287 -0.8397  -0.17

---

(5)
Here is a cluster of 2 separate species, C6H12PS in total from the Open Molecules 2025 dataset. Energies are from ωB97M-V/def2-TZVPD.

Output
E_tot = -26530.6203 eV
net charge = +1
HOMO-LUMO gap (alpha / beta) = 0.239 / 0.242 Eh
energy relative to the best compared isomer or geometry (same formula, charge and spin) = 129.4 kJ/mol

Last column: natural (NBO) charge in e.
Cartesian coordinates (Å):
C1 2.5127 -0.2854 -0.9314  -0.18
C2 2.7468 0.3782 0.1790  -0.21
C3 1.0945 -0.3823 -1.4165  -0.76
C4 1.6479 0.9898 0.9788  -0.63
C5 -0.4041 -1.2770 0.9482  -0.98
C6 -3.7793 0.8353 -0.1264  -0.79
P1 0.1157 0.2473 0.0208  1.11
S1 -2.4916 0.9654 -1.3352  0.29
H1 3.2350 -0.6850 -1.6190  0.25
H2 3.7868 0.5991 0.6825  0.26
H3 1.0330 0.2910 -2.2867  0.27
H4 0.8652 -1.4490 -1.6688  0.27
H5 1.4822 0.6565 1.9995  0.26
H6 1.6361 2.0751 1.0284  0.27
H7 -0.4647 -1.1668 1.9767  0.26
H8 0.3153 -2.1197 0.7973  0.27
H9 -1.3426 -1.8217 0.5430  0.28
H10 -3.4328 -0.1208 0.3689  0.25
H11 -4.7366 0.6409 -0.6446  0.29
H12 -3.8195 1.6291 0.5055  0.23

---

(6)
Here is the molecule C22H27N3O4S from the Open Molecules 2025 dataset. Energies are from ωB97M-V/def2-TZVPD.

Output
E_tot = -46749.4233 eV
SMILES = N#CC1(NC(=O)COC(=O)c2ccccc2SCC(=O)N2CCCC2)CCCCC1
HOMO-LUMO gap = 0.330 Eh
energy relative to the best compared isomer or geometry (same formula, charge and spin) = 23.2 kJ/mol

Last column: natural (NBO) charge in e.
Cartesian coordinates (Å):
N1 -0.4065 2.5003 -0.5950  -0.34
C1 0.5309 2.3575 0.0449  0.32
C2 1.6941 2.1251 0.8794  0.01
N2 1.6021 0.7298 1.3061  -0.65
C3 2.4353 0.1235 2.1700  0.67
O1 3.2901 0.6690 2.8297  -0.62
C4 2.1693 -1.3859 2.2824  -0.17
H1 1.4744 -1.5694 3.1050  0.22
H2 3.1240 -1.8832 2.4808  0.24
O2 1.5668 -1.9237 1.1151  -0.52
C5 2.4018 -2.2901 0.1197  0.79
O3 3.6021 -2.2615 0.2239  -0.58
C6 1.6838 -2.7415 -1.0892  -0.21
C7 2.3955 -3.5706 -1.9564  -0.13
C8 1.8225 -4.0435 -3.1181  -0.23
C9 0.5181 -3.6868 -3.4244  -0.18
C10 -0.2011 -2.8551 -2.5865  -0.19
C11 0.3748 -2.3647 -1.4198  -0.14
S1 -0.5204 -1.2621 -0.3665  0.27
C12 -1.6945 -0.4363 -1.5060  -0.63
C13 -2.9956 -1.2049 -1.6498  0.67
O4 -3.2557 -1.8300 -2.6655  -0.64
N3 -3.8271 -1.1683 -0.6012  -0.43
C14 -3.6474 -0.4459 0.6434  -0.22
C15 -4.7960 -0.9415 1.5218  -0.41
H3 -5.0981 -0.2013 2.2591  0.22
C16 -5.8931 -1.2545 0.5059  -0.41
C17 -5.1057 -1.8606 -0.6490  -0.21
H4 -5.5675 -1.7137 -1.6271  0.22
H5 -4.9463 -2.9354 -0.5058  0.19
H6 -6.6463 -1.9357 0.8944  0.22
H7 -6.3830 -0.3341 0.1866  0.20
H8 -4.5003 -1.8533 2.0416  0.21
H9 -2.6699 -0.6554 1.0835  0.21
H10 -3.7276 0.6342 0.4685  0.19
H11 -1.2118 -0.3405 -2.4769  0.26
H12 -1.8495 0.5536 -1.0773  0.27
H13 -1.2172 -2.6058 -2.8484  0.25
H14 0.0480 -4.0574 -4.3226  0.22
H15 2.3829 -4.6871 -3.7782  0.22
H16 3.4080 -3.8280 -1.6848  0.24
H17 0.9455 0.1421 0.8027  0.43
C18 2.9828 2.3494 0.0662  -0.40
C19 3.1067 3.8036 -0.3756  -0.40
C20 3.0750 4.7316 0.8346  -0.40
C21 1.7799 4.5346 1.6166  -0.40
C22 1.6490 3.0869 2.0803  -0.40
H18 2.4755 2.8275 2.7425  0.25
H19 0.7125 2.9410 2.6240  0.22
H20 1.7652 5.1921 2.4875  0.22
H21 0.9281 4.7972 0.9832  0.20
H22 3.9258 4.5107 1.4823  0.20
H23 3.1579 5.7696 0.5084  0.21
H24 4.0409 3.9338 -0.9246  0.22
H25 2.2831 4.0533 -1.0501  0.20
H26 3.8227 2.0792 0.7087  0.23
H27 2.9853 1.6822 -0.7998  0.22

---

Please write out number 4 again, unchanged.
Here is a cluster of 2 separate species, CCl3NO2S in total from the Open Molecules 2025 dataset. Energies are from ωB97M-V/def2-TZVPD.

Output
E_tot = -55022.6035 eV
SMILES = O=S(=O)(Cl)Cl.N#CCl
HOMO-LUMO gap = 0.387 Eh
energy relative to the best compared isomer or geometry (same formula, charge and spin) = 6.7 kJ/mol

Last column: natural (NBO) charge in e.
Cartesian coordinates (Å):
C1 -1.1389 1.7953 -1.3177  0.14
N1 -0.4881 2.1886 -0.4685  -0.29
O1 2.0091 -1.9246 0.9243  -0.84
O2 1.2893 0.4062 1.0676  -0.83
S1 0.9659 -0.9621 0.8446  2.00
Cl1 -2.0458 1.1114 -2.4804  0.15
Cl2 -0.3493 -1.4859 2.2699  -0.15
Cl3 -0.2422 -1.1287 -0.8397  -0.17